#i
Density functional theory data (ωB97M-V/def2-TZVPD) for a 2-piece molecular cluster, C7H8BNO overall.

Geometry as XYZ:
```
18
Properties=species:S:1:pos:R:3:mulliken_charge:R:1
B -0.76410 1.53241 -1.80165 0.171
C -0.40271 -0.98045 -1.09425 -0.402
C -0.02991 0.78726 0.44013 -0.028
C -0.04848 -1.94160 -0.13062 -0.657
C 0.28904 -0.13637 1.47351 -0.542
C -0.38835 0.43903 -0.82575 0.127
C 0.20341 -1.54011 1.20680 0.595
C 0.42121 -2.56984 2.24972 -0.203
N 0.37227 3.33584 -1.39506 -0.684
O 0.75784 -2.28717 3.38662 -0.470
H -1.30082 1.78541 -2.76825 -0.018
H -0.84086 -1.25054 -2.07776 0.309
H 0.29427 1.86699 0.67207 0.369
H 0.02508 -2.92882 -0.45413 0.438
H 0.17175 0.12232 2.57814 0.294
H 0.08704 -3.60063 2.12652 0.347
H -0.19800 4.09186 -1.87360 0.178
H 1.35130 3.27442 -1.71246 0.175
```

Computed properties:
HOMO energy (alpha / beta), eV: -8.54 / -8.54
Charge: 0
2S+1: 1
LUMO level (alpha / beta), eV: -1.2 / -1.2

=====

#ii
Density functional theory data (ωB97M-V/def2-TZVPD) for a 2-piece molecular cluster, C7H8BNO overall.

Geometry as XYZ:
```
18
Properties=species:S:1:pos:R:3:mulliken_charge:R:1
B 1.31393 -0.61650 0.56533 0.414
C -1.28616 1.10332 -1.77071 -0.357
C -2.39631 0.91441 -0.94997 -0.428
C 0.03161 0.78330 -1.47882 -0.848
C -2.26728 0.16229 0.19419 -0.581
C 0.15114 -0.04096 -0.32243 0.247
C -0.96312 -0.26568 0.47988 0.489
C -0.53533 -1.13638 1.73678 -0.450
N 4.47408 0.13752 0.16828 -0.653
O 0.88826 -1.22039 1.64607 -0.330
H -1.50200 1.71518 -2.65592 0.322
H -3.39435 1.20665 -1.18437 0.397
H 0.80533 1.01329 -2.17978 0.440
H -3.11356 -0.23360 0.70034 0.407
H -0.67919 -0.52468 2.56076 0.303
H -0.87743 -2.21089 1.93021 0.266
H 4.47072 -0.64928 -0.45313 0.190
H 4.87966 -0.13761 1.01329 0.175
```

Computed properties:
HOMO energy (alpha / beta), eV: -7.47 / -5.71
Charge: 0
2S+1: 1
LUMO level (alpha / beta), eV: -0.8 / -2.6

=====

Calculated relative energies: #i 0.0; #ii 226.6, given in kJ/mol

=====

#i
Density functional theory data (ωB97M-V/def2-TZVPD) for a 2-piece molecular cluster, C3H8P2 overall.

Geometry as XYZ:
```
13
Properties=species:S:1:pos:R:3:mulliken_charge:R:1
C 1.60758 -0.87280 -0.56519 -0.564
C -1.61917 0.62757 0.75918 -0.985
C -1.72116 0.04573 -0.64421 -0.543
P -0.28493 0.22956 -1.83294 0.149
P 2.72688 0.11890 0.31113 -0.064
H 1.24327 -1.74355 -0.05125 0.350
H -2.47689 0.37036 1.33863 0.346
H -0.79001 0.14382 1.37973 0.240
H -1.54344 1.72972 0.82875 0.310
H -2.56660 0.42667 -1.11783 0.385
H -1.69001 -1.00865 -0.46244 0.273
H 3.75878 -0.91960 0.69825 0.062
H 3.35570 0.85227 -0.64182 0.039
```

Computed properties:
HOMO energy (alpha / beta), eV: -8.45 / -7.48
Charge: 0
2S+1: 1
LUMO level (alpha / beta), eV: -0.2 / -1.0

=====

#ii
Density functional theory data (ωB97M-V/def2-TZVPD) for a 2-piece molecular cluster, C3H8P2 overall.

Geometry as XYZ:
```
13
Properties=species:S:1:pos:R:3:mulliken_charge:R:1
C 0.65252 1.32655 1.39027 -0.114
C -0.02186 -1.61460 -0.32475 -1.033
C -0.74451 -0.43270 0.20955 -0.390
P 1.53121 2.12490 0.28760 -0.197
P -1.67518 0.52867 -1.07642 0.010
H 0.46170 0.97231 2.47123 0.318
H 0.71411 -1.93522 0.43010 0.284
H -0.60799 -2.48216 -0.59286 0.387
H 0.39851 -1.36308 -1.45883 0.251
H -1.31196 -0.68447 1.04759 0.467
H 2.40698 2.89334 1.09127 0.030
H -1.27998 -0.52393 -2.13169 0.018
H -0.52355 1.19038 -1.34306 -0.032
```

Computed properties:
HOMO energy (alpha / beta), eV: -8.35 / -8.47
Charge: 0
2S+1: 1
LUMO level (alpha / beta), eV: -0.1 / 0.0

=====

Calculated relative energies: #i 0.0; #ii 47.5, given in kJ/mol

=====

#i
Density functional theory data (ωB97M-V/def2-TZVPD) for a 4-piece molecular cluster, C2H11O4 overall.

Geometry as XYZ:
```
17
Properties=species:S:1:pos:R:3:lowdin_spin:R:1
C -0.71683 -0.67392 0.40686 0.111
O -0.18503 0.41346 -0.15244 0.692
C 0.21912 -1.60376 1.17093 0.057
H -1.34432 -0.24928 1.25481 0.074
H -1.33739 -1.32459 -0.23234 0.000
H 1.10797 -2.00074 0.67424 0.003
H 0.51954 -1.44299 2.21721 0.000
H -0.38615 -2.50577 1.28716 0.003
H -0.01317 1.43131 1.06015 0.000
H 0.87540 2.28196 2.00797 0.000
O -0.00643 1.91939 1.91962 0.011
H 2.04289 1.14075 -1.33525 0.000
H 0.92098 0.23060 -1.55595 0.001
O 1.88275 0.26979 -1.72544 0.048
H -1.55208 0.14100 -2.74108 0.000
H -0.82731 0.94948 -1.67661 -0.002
O -1.19992 1.02331 -2.57982 0.002
```

Computed properties:
HOMO energy (alpha / beta), eV: -11.18 / -11.18
Charge: 0
2S+1: 2
LUMO level (alpha / beta), eV: 0.5 / -3.4

=====

#ii
Density functional theory data (ωB97M-V/def2-TZVPD) for a 4-piece molecular cluster, C2H11O4 overall.

Geometry as XYZ:
```
17
Properties=species:S:1:pos:R:3:lowdin_spin:R:1
C 0.70958 -1.14144 0.57768 0.104
O 0.09186 0.07121 0.53164 0.773
C 0.90049 -1.68408 -0.87236 0.003
H 1.64057 -1.07668 1.16549 0.049
H 0.03996 -1.83926 1.12450 0.036
H 1.04421 -2.75287 -0.75021 0.001
H -0.03050 -1.34925 -1.32601 0.000
H 1.71724 -1.21703 -1.42237 0.000
H 2.33676 2.04636 -0.21603 0.000
H 1.02786 1.27655 -0.10453 0.005
O 1.41881 2.09912 -0.47284 0.029
H -3.10872 -1.32840 0.15182 0.000
H -2.93934 -1.14661 -1.29790 0.000
O -3.40463 -1.70974 -0.67670 0.000
H -0.02323 2.64730 1.17465 0.000
H -0.65953 3.92064 0.91374 0.000
O -0.76139 3.18418 1.49943 -0.001
```

Computed properties:
HOMO energy (alpha / beta), eV: -10.98 / -10.95
Charge: 0
2S+1: 2
LUMO level (alpha / beta), eV: 0.5 / -2.7

=====

Calculated relative energies: #i 34.0; #ii 0.0, given in kJ/mol

=====

#i
Density functional theory data (ωB97M-V/def2-TZVPD) for one molecule with the formula C23H27N3O5S.

Geometry as XYZ:
```
59
Properties=species:S:1:pos:R:3:mulliken_charge:R:1
C 2.45222 -1.79062 -3.92071 -1.466
C 1.56515 -0.57007 -3.72162 0.231
H 0.64645 -0.85264 -3.19709 -0.092
H 1.32487 -0.10216 -4.67872 0.453
O 2.22906 0.45115 -2.97074 -0.357
C 2.27288 0.27916 -1.64995 0.413
O 1.83846 -0.67791 -1.06953 -0.426
C 3.07230 1.39676 -1.00462 -0.558
H 4.09852 1.06402 -0.84350 0.440
H 3.05313 2.28721 -1.63012 0.389
S 2.42027 1.77606 0.63818 -0.151
C 0.73935 1.96451 0.19553 0.504
N 0.45328 1.79681 -1.04922 -0.275
C -0.84306 1.94371 -1.44848 0.028
C -1.17784 1.76947 -2.79594 -0.421
C -2.48403 1.91468 -3.19992 -0.603
C -3.48367 2.24363 -2.28406 -0.566
C -3.16780 2.43091 -0.95810 -0.495
C -1.84767 2.28207 -0.52634 0.312
C -1.50360 2.47566 0.87526 0.611
O -2.29242 2.78032 1.74721 -0.709
N -0.14467 2.29691 1.17176 0.191
C 0.27508 2.49386 2.54899 -2.313
H 1.19683 3.08276 2.54986 0.489
C 0.48802 1.18247 3.30906 0.058
H 1.38418 0.68407 2.93971 0.232
H 0.64770 1.43820 4.35829 0.427
C -0.71593 0.25067 3.17675 0.417
H -1.63378 0.82143 3.33690 0.705
C -0.68880 -0.91163 4.17049 -1.212
C 0.62824 -1.69778 4.16730 -0.842
C 1.16851 -1.98866 2.77616 0.436
O 2.27302 -1.63734 2.41860 -0.634
N 0.33823 -2.70913 1.98804 -0.103
H -0.59554 -2.91262 2.30655 0.292
C 0.63439 -2.94807 0.59614 -0.607
C -0.41995 -2.39704 -0.30824 0.422
C -0.73380 -2.68885 -1.60239 -0.812
C -1.80733 -1.83198 -1.95296 -0.504
C -2.07092 -1.09165 -0.84572 -0.723
O -1.23335 -1.42473 0.15395 -0.128
H -2.80087 -0.33395 -0.64312 0.749
H -2.31269 -1.77963 -2.89572 0.488
H -0.25878 -3.41756 -2.22635 0.538
H 0.75329 -4.02089 0.40127 0.249
H 1.58743 -2.44370 0.39650 0.331
H 1.39977 -1.13468 4.69307 0.293
H 0.48779 -2.64605 4.69205 0.454
H -0.85093 -0.52712 5.18029 0.441
H -1.52501 -1.57779 3.94263 0.420
H -0.74828 -0.14573 2.15981 -0.511
H -0.52768 3.06657 3.02193 0.573
H -3.91742 2.69295 -0.22632 0.469
H -4.50344 2.35545 -2.61987 0.420
H -2.74079 1.77773 -4.24024 0.435
H -0.39343 1.52892 -3.49469 0.541
H 1.94075 -2.51043 -4.55332 0.413
H 2.66588 -2.25346 -2.96073 0.263
H 3.38845 -1.50420 -4.39398 0.384
```

Computed properties:
HOMO energy, eV: -8.14
Charge: 0
2S+1: 1
LUMO level, eV: 0.6
SMILES: CCOC(=O)CSc1nc2ccccc2c(=O)n1CCCCCC(=O)NCc1ccco1

=====

#ii
Density functional theory data (ωB97M-V/def2-TZVPD) for one molecule with the formula C23H27N3O5S.

Geometry as XYZ:
```
59
Properties=species:S:1:pos:R:3:mulliken_charge:R:1
C 6.05155 0.71406 0.97115 -1.442
C 4.76612 1.41898 0.67857 0.869
C 4.63279 2.78290 0.90875 -0.880
C 3.45071 3.44783 0.64062 -0.626
C 2.36593 2.75319 0.13325 -0.925
C 2.47152 1.39495 -0.09700 -0.282
C 3.66208 0.73000 0.17357 0.312
N 3.72540 -0.66797 -0.05700 0.472
C 3.91730 -1.59941 0.91124 0.411
O 4.10174 -1.37478 2.08515 -0.648
C 3.81201 -2.97092 0.25370 -0.897
H 3.26609 -3.66684 0.88946 0.344
C 3.13537 -2.70019 -1.09172 -0.034
H 3.48976 -3.36332 -1.88208 0.508
C 1.61198 -2.84592 -1.04795 0.354
O 1.01116 -3.48767 -1.87833 -0.691
N 1.03608 -2.14868 -0.02959 0.168
C -0.31847 -1.95710 0.25004 0.788
C -0.63841 -1.09112 1.29713 -0.675
C -1.95943 -0.83736 1.60612 -0.765
C -2.95845 -1.44136 0.86900 0.340
C -2.65488 -2.32313 -0.14814 -0.803
C -1.33497 -2.58247 -0.46850 -0.763
H -1.08388 -3.26020 -1.26723 0.541
H -3.44916 -2.81628 -0.68655 0.382
S -4.66772 -1.13211 1.30614 1.388
O -4.74672 0.02611 2.14936 -0.667
O -5.19745 -2.37387 1.78746 -0.732
N -5.52726 -0.78702 -0.07983 -0.288
H -5.42848 -1.49729 -0.78629 0.294
C -5.57687 0.56701 -0.56032 -1.279
H -5.63838 1.18484 0.33632 0.507
C -4.35083 0.97750 -1.39598 0.387
C -4.39559 2.46552 -1.76620 -0.796
H -3.79890 2.63760 -2.66187 0.309
C -3.74619 3.13285 -0.54775 -0.595
H -4.50069 3.53797 0.12408 0.276
C -2.97676 1.98517 0.13627 -0.357
H -1.90085 2.16565 0.19206 0.317
O -3.15428 0.82434 -0.66388 -0.278
H -3.35930 1.79825 1.14568 0.223
H -3.08061 3.94188 -0.84203 0.340
H -5.41004 2.81258 -1.94647 0.338
H -4.26687 0.32039 -2.26900 0.399
H -6.48706 0.69882 -1.15317 0.325
H -2.23267 -0.17230 2.40891 0.529
H 0.15237 -0.62036 1.86490 0.426
H 1.65365 -1.66410 0.60856 -0.144
C 3.51103 -1.23477 -1.37316 -0.772
H 2.72874 -0.69579 -1.91252 0.389
H 4.43476 -1.17240 -1.96282 0.378
H 4.82115 -3.36476 0.11669 0.330
H 1.62231 0.84459 -0.47781 0.443
H 1.43776 3.26351 -0.07461 0.427
H 3.37486 4.50825 0.82781 0.394
H 5.47646 3.33032 1.30291 0.392
H 5.93659 0.09773 1.86291 0.285
H 6.85190 1.42887 1.14190 0.454
H 6.33201 0.05783 0.14814 0.297
```

Computed properties:
HOMO energy, eV: -8.73
Charge: 0
2S+1: 1
LUMO level, eV: 0.5
SMILES: Cc1ccccc1N1C[C@H](C(=O)Nc2ccc(S(=O)(=O)NC[C@H]3CCCO3)cc2)CC1=O

=====

Calculated relative energies: #i 0.0; #ii 82.0, given in kJ/mol

=====

#i
Density functional theory data (ωB97M-V/def2-TZVPD) for one molecule with the formula C5H10N2S.

Geometry as XYZ:
```
18
Properties=species:S:1:pos:R:3:mulliken_charge:R:1
C 1.43457 0.11717 1.75722 -0.639
C -0.07314 0.12381 1.63850 -0.684
C -0.49769 0.04004 0.21776 0.390
C -1.26660 0.59542 -1.76734 -0.391
C -0.96840 -0.87985 -1.84488 -0.436
H 3.24791 1.26978 0.77395 0.103
H 1.82281 -0.72528 1.18232 0.383
H 1.80112 0.01960 2.74456 0.413
H -0.53577 -0.76798 2.12811 0.282
H -0.51103 1.02182 2.04374 0.255
H -0.56626 1.19543 -2.38642 0.253
H -2.30719 0.89457 -2.03092 0.273
H -0.50059 -1.23109 -2.73981 0.326
H -1.94256 -1.44357 -1.71715 0.226
H 0.02256 -1.89516 -0.19778 0.245
N -1.14193 0.95224 -0.36375 -0.535
N -0.13289 -0.99612 -0.60217 -0.248
S 2.11506 1.70915 1.16406 -0.217
```

Computed properties:
HOMO energy, eV: -8.53
Charge: 0
2S+1: 1
LUMO level, eV: 0.8
SMILES: SCCC1=NCCN1

=====

#ii
Density functional theory data (ωB97M-V/def2-TZVPD) for one molecule with the formula C5H10N2S.

Geometry as XYZ:
```
18
Properties=species:S:1:pos:R:3:mulliken_charge:R:1
C 1.22570 2.02283 -0.37699 -1.079
C 1.53724 0.60331 -0.67952 -0.294
C 1.21012 -0.43888 0.08892 0.607
C 1.58888 -1.86048 -0.23725 -1.229
C -0.58108 0.11286 1.52533 0.030
H 1.05078 2.18848 0.69409 0.313
H 0.32890 2.38123 -0.91015 0.212
H 2.02791 2.71107 -0.69976 0.375
H 2.08448 0.39511 -1.59021 0.318
H 2.15185 -1.91679 -1.13811 0.365
H 0.67079 -2.50277 -0.35208 0.233
H 2.17010 -2.30848 0.58142 0.311
H -0.89534 0.30293 2.55490 0.352
H -2.45276 0.79612 1.01842 0.268
H -1.15946 0.49333 -1.67480 0.118
N 0.60057 -0.29108 1.35549 -0.530
N -1.58906 0.40468 0.61519 -0.244
S -1.80894 -0.37333 -0.88759 -0.124
```

Computed properties:
HOMO energy, eV: -8.11
Charge: 0
2S+1: 1
LUMO level, eV: 0.7
SMILES: C/C=C(C)\N=C/NS

=====

#iii
Density functional theory data (ωB97M-V/def2-TZVPD) for a 2-piece molecular cluster, C5H10N2S overall.

Geometry as XYZ:
```
18
Properties=species:S:1:pos:R:3:mulliken_charge:R:1
C -2.30875 -0.41667 -0.62571 -0.913
C -0.98571 -0.25698 -0.02840 0.838
C -0.92318 -1.02642 1.29659 -1.355
C 0.15518 -0.90799 -0.77998 -1.055
C 1.43924 -0.25239 -0.19034 0.489
H -2.48721 0.46682 -1.50040 0.301
H -2.10309 -1.59384 -1.12946 0.229
H -3.26590 -0.40759 0.51459 0.229
H -1.16097 -1.99408 1.04003 0.483
H -1.75721 -0.95575 2.19307 0.285
H 0.20010 -0.90627 1.60576 0.332
H -0.00060 -0.77286 -1.81060 0.344
H 0.18210 -1.92499 -0.48600 0.425
H 2.72299 -1.62421 -0.71367 0.217
H 2.05346 1.33502 0.72574 0.258
N 2.66542 -0.74522 -0.08029 -0.893
N 1.24090 0.89860 0.34053 -0.155
S -0.37428 1.52917 -0.01836 -0.060
```

Computed properties:
HOMO energy, eV: -8.22
Charge: 0
2S+1: 1
LUMO level, eV: 0.5

=====

#iv
Density functional theory data (ωB97M-V/def2-TZVPD) for C5H10N2S as an isolated structure.

Geometry as XYZ:
```
18
Properties=species:S:1:pos:R:3:mulliken_charge:R:1
C 0.82956 -0.88269 -0.00610 -0.034
C -0.31829 -0.59939 -1.01588 -0.209
C -0.53563 0.90905 -1.20552 -0.805
C -0.49739 0.87774 1.22884 -0.822
C -0.31119 -0.59907 1.02257 -0.182
H 3.19198 -0.87951 0.02681 0.122
H 1.11089 -1.95980 -0.06475 0.388
H -0.37436 -1.10632 -1.98020 0.459
H 0.07958 1.28692 -2.03537 0.362
H -1.58557 1.08144 -1.45962 0.324
H 0.70675 2.06218 0.00026 0.360
H 0.28162 1.19599 1.96953 0.366
H -1.50580 1.07872 1.62367 0.340
H -0.36696 -1.22452 1.91128 0.474
H -1.46718 -2.00691 -0.01422 0.268
N -0.23144 1.64477 0.01767 -0.504
N -1.33328 -1.00888 -0.00396 -0.636
S 2.32671 0.13027 -0.01503 -0.271
```

Computed properties:
HOMO energy, eV: -8.48
Charge: 0
2S+1: 1
LUMO level, eV: 0.7

=====

Calculated relative energies: #i 0.0; #ii 67.2; #iii 378.0; #iv 80.0, given in kJ/mol